# C42H36AsBr2F6IMoN5O4S4

A molecular structure, C42H36AsBr2F6IMoN5O4S4 (ωB97M-V with the def2-TZVPD basis set, the OMol25 dataset).

```
102
Properties=species:S:1:pos:R:3:mulliken_spin:R:1
Mo -0.231 0.508 1.419 2.0622
S 0.171 -0.327 -0.856 -0.1125
C 0.511 0.909 -2.004 0.0162
N 0.748 0.633 -3.281 0.0598
C 1.215 1.712 -4.137 -0.0035
C 0.456 2.987 -3.806 -0.0039
N 0.524 3.272 -2.385 0.0497
C 0.564 4.661 -1.993 0.0016
C 1.848 5.285 -2.493 0.0015
C 3.069 4.833 -1.994 0.0003
C 4.248 5.410 -2.434 -0.0004
C 4.215 6.423 -3.381 0.0008
C 2.998 6.872 -3.879 0.0004
C 1.816 6.291 -3.448 -0.0001
C 0.503 2.263 -1.523 0.0354
S 0.390 2.505 0.177 -0.0954
C 0.774 -0.706 -3.821 0.0084
C 2.190 -1.064 -4.225 -0.0007
C 2.530 -1.221 -5.563 0.0009
C 3.827 -1.559 -5.911 0.0000
C 4.794 -1.705 -4.925 0.0010
C 4.457 -1.548 -3.588 0.0007
C 3.159 -1.221 -3.236 -0.0010
H 1.044 1.436 -5.179 -0.0002
H 2.292 1.858 -3.994 0.0038
H -0.596 2.882 -4.098 0.0031
H 0.886 3.832 -4.348 0.0004
H 0.502 4.731 -0.908 0.0021
H -0.297 5.172 -2.432 0.0061
H 3.094 4.047 -1.254 0.0035
H 5.193 5.063 -2.048 0.0000
H 5.135 6.860 -3.738 0.0000
H 2.969 7.670 -4.603 0.0001
H 0.870 6.645 -3.830 0.0002
H 0.116 -0.733 -4.695 0.0042
H 0.395 -1.395 -3.064 -0.0041
H 1.780 -1.111 -6.332 0.0002
H 4.082 -1.702 -6.950 0.0000
H 5.811 -1.936 -5.201 0.0001
H 5.203 -1.673 -2.820 0.0000
H 2.893 -1.112 -2.194 0.0066
Br 2.230 0.202 2.428 -0.0051
C 2.757 -1.710 2.540 0.0140
Br 2.576 -2.419 0.812 0.0001
H 2.081 -2.227 3.226 0.0017
H 3.798 -1.787 2.853 -0.0009
F -2.090 -0.586 6.002 -0.0003
C -1.412 0.532 5.813 -0.0024
F -1.093 1.086 6.952 -0.0004
F -2.174 1.370 5.099 -0.0008
S 0.049 0.264 4.680 -0.0107
O -0.695 -0.050 3.430 -0.0889
O 0.897 -0.801 5.062 0.0027
N 0.744 1.646 4.623 0.0008
S 0.573 2.730 3.509 -0.0092
O 1.739 2.957 2.732 0.0028
O -0.583 2.371 2.677 -0.0083
C 0.089 4.252 4.472 0.0041
F -0.072 5.279 3.661 -0.0002
F -1.060 3.955 5.059 0.0002
F 1.006 4.504 5.373 -0.0001
I -6.081 2.575 1.476 0.0010
C -4.352 1.549 0.925 0.0059
C -4.199 0.687 -0.151 0.0418
N -2.925 0.265 -0.130 0.0243
N -2.241 0.803 0.901 -0.0217
C -3.104 1.577 1.556 0.0495
H -4.914 0.385 -0.893 -0.0001
H -2.490 -0.416 -0.748 0.0009
H -2.820 2.124 2.435 0.0013
C 0.045 -5.352 4.643 -0.0027
C -0.730 -4.259 4.990 0.0008
C -0.951 -3.243 4.076 -0.0061
C -0.413 -3.332 2.795 0.0006
C 0.343 -4.447 2.431 -0.0031
C 0.582 -5.440 3.369 0.0009
As -0.865 -1.964 1.451 -0.0599
C -1.134 -3.117 -0.141 0.0167
C -0.222 -3.554 -1.094 0.0007
C -0.631 -4.412 -2.107 0.0013
C -1.942 -4.860 -2.160 -0.0009
C -2.859 -4.439 -1.214 -0.0006
C -2.475 -3.559 -0.208 -0.0097
C -3.381 -3.008 0.803 0.0050
C -4.735 -3.305 0.931 0.0024
C -5.497 -2.657 1.888 -0.0017
C -4.927 -1.703 2.717 0.0035
C -3.571 -1.416 2.622 -0.0066
C -2.797 -2.071 1.680 0.0086
H 0.217 -6.142 5.358 -0.0001
H -1.176 -4.201 5.970 -0.0001
H -1.560 -2.394 4.359 0.0000
H 0.722 -4.545 1.416 0.0002
H 1.186 -6.289 3.095 -0.0001
H 0.813 -3.242 -1.058 0.0007
H 0.084 -4.739 -2.846 0.0000
H -2.245 -5.542 -2.936 0.0000
H -3.873 -4.803 -1.254 -0.0001
H -5.189 -4.055 0.302 0.0000
H -6.542 -2.900 1.995 0.0000
H -5.528 -1.198 3.455 0.0001
H -3.124 -0.676 3.277 0.0007
```

Calculated values
**Total energy**: -330279.5854 eV
**M**: 1374.6 g/mol
**LUMO energy (alpha / beta)**: -0.364 / -0.372 Ha
**Net charge**: +3
**Highest occupied orbital energy (alpha / beta)**: -0.5640 / -0.5640 hartree
**2S+1**: 3